# 1
Density functional theory data (ωB97M-V/def2-TZVPD) for a molecular structure, C34H46N7O2OsPSi2.

The charge is +2. The calculation puts the relative energy (zero: lowest compared OMol25 entry of this formula, charge and spin) at 9.8 kJ/mol. As for the molar mass: 862.17 g mol⁻¹. The strongest force on any atom comes out at 0.6 eV/Å. Its frontier orbital gap is 5.167 eV. Its spin multiplicity is 1.

Geometry (Å):
Os 0.974 -1.109 -0.720
C 1.968 0.356 4.078
Si 1.261 0.633 2.370
C 2.125 2.129 1.620
C -0.590 0.851 2.599
C 1.688 -0.877 1.271
C 3.104 -0.797 0.839
C 4.310 -0.904 1.520
C 5.479 -0.769 0.795
C 5.426 -0.556 -0.582
C 4.199 -0.483 -1.196
N 3.061 -0.587 -0.488
Si 1.320 -2.673 1.866
C 2.439 -3.195 3.263
C 1.825 -3.688 0.351
C -0.468 -2.828 2.369
H 1.830 1.276 4.653
H 3.035 0.132 4.089
H 1.443 -0.439 4.611
H 1.533 3.038 1.747
H 2.362 2.019 0.561
H 3.074 2.295 2.133
H -0.786 1.877 2.921
H -0.935 0.194 3.399
H -1.218 0.656 1.732
H 4.324 -1.076 2.585
H 6.437 -0.832 1.293
H 6.329 -0.450 -1.166
H 4.114 -0.327 -2.261
H 3.490 -3.217 2.974
H 2.162 -4.220 3.522
H 2.332 -2.589 4.163
H 2.899 -3.594 0.169
H 1.292 -3.492 -0.593
H 1.633 -4.744 0.555
H -0.597 -2.476 3.395
H -0.779 -3.874 2.345
H -1.149 -2.264 1.733
C -3.461 1.765 5.884
O -3.951 2.779 5.017
C -4.310 2.441 3.770
C -4.200 1.150 3.241
C -4.593 0.906 1.937
C -5.114 1.935 1.154
C -5.278 3.208 1.714
C -4.854 3.470 2.993
N -5.612 1.821 -0.170
N -5.236 0.952 -0.968
C -4.096 0.151 -0.813
C -4.191 -1.219 -0.927
C -3.054 -2.041 -0.904
C -1.813 -1.456 -0.802
O -0.620 -2.122 -0.793
C -1.686 -0.069 -0.745
N -0.397 0.401 -0.710
C -0.204 1.714 -0.734
C -1.263 2.619 -0.781
C -2.562 2.159 -0.803
C -2.805 0.778 -0.769
H -3.241 2.258 6.825
H -2.548 1.316 5.485
H -4.214 0.991 6.047
H -3.838 0.333 3.847
H -4.545 -0.108 1.567
H -5.744 3.978 1.114
H -4.965 4.450 3.436
H -5.174 -1.662 -1.019
H -3.152 -3.117 -0.971
H 0.819 2.051 -0.713
H -1.048 3.677 -0.805
H -3.385 2.859 -0.861
C 0.548 1.222 -5.413
N 1.919 1.288 -4.905
C 2.730 0.273 -5.582
N 2.180 -1.077 -5.459
C 0.805 -1.084 -5.953
N -0.047 -0.106 -5.275
C -0.302 -0.461 -3.893
P 1.308 -0.503 -2.969
C 1.967 1.158 -3.458
C 2.277 -1.597 -4.104
H 0.565 1.477 -6.472
H -0.069 1.956 -4.891
H 3.746 0.293 -5.185
H 2.773 0.526 -6.641
H 0.380 -2.082 -5.837
H 0.823 -0.838 -7.014
H -0.777 -1.443 -3.832
H -0.969 0.270 -3.427
H 2.989 1.289 -3.099
H 1.355 1.937 -2.999
H 1.866 -2.608 -4.059
H 3.320 -1.653 -3.790



# 2
Density functional theory data (ωB97M-V/def2-TZVPD) for a molecular structure, C34H47ClFeIN5O4S2Si.

Its expectation value of S² is 6.010. The charge is 0. The calculation puts the relative energy (zero: lowest compared OMol25 entry of this formula, charge and spin) at 0.0 kJ/mol. As for the molar mass: 900.20 g mol⁻¹. The strongest force on any atom comes out at 0.7 eV/Å. Its frontier orbital gap (alpha / beta) is 7.185 / 7.155 eV. Its spin multiplicity is 5.

Geometry (Å):
Fe 0.667 -1.462 0.055
N -0.361 -3.423 1.207
C -1.093 -4.176 0.261
C -1.445 -5.484 0.434
C -2.198 -6.171 -0.544
C -2.618 -5.535 -1.674
C -2.253 -4.184 -1.893
C -2.629 -3.460 -3.044
C -2.191 -2.178 -3.215
C -1.342 -1.620 -2.241
N -1.001 -2.254 -1.147
C -1.460 -3.515 -0.942
H -0.924 -2.646 1.552
H -0.060 -3.972 2.000
H -1.162 -5.995 1.348
H -2.461 -7.207 -0.373
H -3.220 -6.046 -2.414
H -3.254 -3.941 -3.788
H -2.444 -1.603 -4.095
H -0.919 -0.631 -2.381
C 2.137 0.746 -2.700
C 2.388 1.379 -1.338
C 2.143 2.882 -1.421
C 3.807 1.113 -0.855
O 1.448 0.759 -0.417
Si 0.786 1.418 0.973
S -0.236 -0.172 1.849
O 2.058 2.020 1.803
C 2.100 2.907 2.933
C 3.391 2.572 3.667
C 2.132 4.339 2.413
C 0.900 2.686 3.846
O -0.168 2.705 0.621
C -1.503 2.778 0.105
C -2.483 2.648 1.266
C -1.622 4.155 -0.534
C -1.748 1.690 -0.939
H 2.688 1.285 -3.472
H 1.072 0.804 -2.935
H 2.433 -0.302 -2.718
H 2.875 3.323 -2.100
H 2.248 3.358 -0.446
H 1.143 3.092 -1.805
H 4.523 1.448 -1.608
H 3.963 0.048 -0.695
H 3.995 1.645 0.079
H 4.240 2.664 2.989
H 3.354 1.547 4.040
H 3.540 3.248 4.512
H 2.998 4.478 1.762
H 2.205 5.046 3.242
H 1.226 4.549 1.844
H 0.856 1.648 4.178
H -0.031 2.924 3.328
H 0.978 3.331 4.724
H -2.286 3.428 2.005
H -2.383 1.670 1.740
H -3.511 2.760 0.913
H -1.403 4.928 0.204
H -2.630 4.317 -0.922
H -0.911 4.253 -1.357
H -1.713 0.696 -0.485
H -0.999 1.753 -1.733
H -2.736 1.820 -1.389
Cl 7.368 -3.522 -0.393
C 5.688 -3.172 -0.699
C 5.158 -3.421 -1.931
C 3.807 -3.141 -2.205
I 3.032 -3.508 -4.102
C 2.946 -2.614 -1.249
O 1.706 -2.329 -1.465
C 3.531 -2.358 0.044
N 2.692 -1.806 0.952
C 3.146 -1.484 2.138
C 4.482 -1.702 2.514
C 5.346 -2.270 1.618
C 4.886 -2.617 0.328
H 5.785 -3.836 -2.708
H 2.432 -1.026 2.815
H 4.812 -1.413 3.503
H 6.381 -2.449 1.878
S -3.848 -1.767 0.806
C -4.693 -0.447 0.212
N -5.183 0.509 1.026
C -6.069 1.581 0.598
C -5.726 1.978 -0.824
C -5.730 0.746 -1.709
N -4.882 -0.277 -1.116
H -5.068 0.317 2.007
H -5.941 2.426 1.275
H -7.115 1.263 0.657
H -4.734 2.434 -0.844
H -6.443 2.710 -1.195
H -5.342 0.986 -2.699
H -6.754 0.376 -1.833
H -4.567 -1.052 -1.676



# 3
Density functional theory data (ωB97M-V/def2-TZVPD) for 9 unconnected molecules or ions with the total composition C34H47FO29 at a distorted geometry.

The charge is 0. As for the molar mass: 938.72 g mol⁻¹. Its SMILES is C=CC(=O)OCCCCCCOC(=O)OF.O=C1OCCO1.O=C1OCCO1.O=C1OCCO1.O=C1OCCO1.O=C1OCCO1.O=C1OCCO1.O=C1OCCO1.O=C1OCCO1. The strongest force on any atom comes out at 9.2 eV/Å. Its frontier orbital gap is 9.119 eV. Its spin multiplicity is 1.

Geometry (Å):
C -3.237 0.746 -2.318
C -1.882 0.754 -2.993
C -0.559 0.556 -1.997
O 0.324 -0.396 -2.404
O -0.360 1.322 -0.735
C 0.662 0.649 0.102
C 0.739 1.243 1.650
C 1.472 0.088 2.613
C 2.607 -0.754 1.783
C 3.700 -1.551 2.710
C 4.656 -2.411 1.642
O 6.015 -1.862 1.510
C 6.000 -0.483 0.996
O 6.345 0.499 1.834
O 5.554 -0.195 -0.407
F 5.151 1.072 -0.329
H -4.151 1.257 -2.844
H -3.352 0.233 -1.248
H -1.783 0.852 -4.177
H 1.707 0.742 -0.427
H 0.321 -0.482 0.204
H -0.391 1.425 1.986
H 1.265 2.286 1.730
H 1.879 0.667 3.558
H 0.578 -0.632 2.937
H 2.036 -1.591 1.152
H 3.201 -0.062 1.049
H 3.129 -2.271 3.447
H 4.388 -0.803 3.328
H 4.705 -3.554 1.888
H 4.155 -2.324 0.562
O -1.259 -1.745 2.140
C -1.239 -2.765 1.471
O -0.174 -3.176 0.723
C -0.459 -4.493 0.291
C -1.951 -4.556 0.344
O -2.279 -3.643 1.374
H -0.070 -4.663 -0.717
H 0.015 -5.201 0.979
H -2.417 -4.221 -0.588
H -2.316 -5.559 0.583
O 3.760 0.931 -6.516
C 3.801 0.365 -5.437
O 3.740 -0.989 -5.272
C 4.045 -1.252 -3.916
C 3.699 0.031 -3.231
O 3.913 1.004 -4.235
H 3.456 -2.095 -3.543
H 5.109 -1.497 -3.833
H 2.650 0.069 -2.919
H 4.335 0.223 -2.362
O -6.746 2.567 -3.542
C -6.069 3.505 -3.929
O -6.467 4.406 -4.875
C -5.512 5.450 -4.877
C -4.289 4.797 -4.318
O -4.814 3.790 -3.474
H -5.355 5.830 -5.890
H -5.877 6.264 -4.243
H -3.676 4.324 -5.093
H -3.667 5.495 -3.750
O 8.596 5.632 -2.945
C 8.565 4.636 -2.242
O 7.845 4.528 -1.087
C 7.890 3.168 -0.700
C 9.133 2.664 -1.360
O 9.247 3.483 -2.508
H 7.930 3.076 0.389
H 6.989 2.665 -1.067
H 10.023 2.803 -0.737
H 9.057 1.610 -1.641
O -0.456 0.770 6.962
C -1.278 0.066 6.400
O -1.811 -1.073 6.931
C -2.874 -1.464 6.083
C -2.521 -0.832 4.775
O -1.786 0.315 5.157
H -2.935 -2.554 6.015
H -3.813 -1.080 6.493
H -1.882 -1.473 4.160
H -3.405 -0.551 4.197
O -2.329 -7.343 0.070
C -2.288 -7.909 1.150
O -2.349 -9.263 1.314
C -2.045 -9.526 2.671
C -2.390 -8.244 3.356
O -2.176 -7.271 2.351
H -2.634 -10.369 3.044
H -0.981 -9.771 2.754
H -3.440 -8.206 3.668
H -1.754 -8.051 4.224
O -0.328 3.672 0.995
C 0.348 4.610 0.607
O -0.050 5.510 -0.338
C 0.906 6.554 -0.340
C 2.129 5.901 0.218
O 1.604 4.895 1.063
H 1.063 6.935 -1.353
H 0.540 7.369 0.294
H 2.741 5.429 -0.557
H 2.750 6.599 0.786
O -7.974 -1.626 1.056
C -8.012 -0.717 0.245
O -7.445 -0.765 -0.996
C -7.899 0.375 -1.701
C -8.259 1.332 -0.610
O -8.628 0.482 0.459
H -7.114 0.765 -2.355
H -8.763 0.092 -2.311
H -7.408 1.947 -0.297
H -9.088 1.988 -0.889



# 4
Density functional theory data (ωB97M-V/def2-TZVPD) for a molecular structure, C34H47FeN2O2P at a distorted geometry.

Its expectation value of S² is 8.767. The charge is +1. The calculation puts the relative energy (zero: lowest compared OMol25 entry of this formula, charge and spin) at 0.0 kJ/mol. As for the molar mass: 602.58 g mol⁻¹. The strongest force on any atom comes out at 2.4 eV/Å. Its frontier orbital gap (alpha / beta) is 8.207 / 6.372 eV. Its spin multiplicity is 6.

Geometry (Å):
Fe -1.489 0.320 0.478
O -1.922 0.056 2.358
C -2.747 -0.554 3.157
C -2.725 -0.284 4.540
C -3.589 -0.914 5.403
C -4.525 -1.842 4.933
C -4.565 -2.122 3.590
C -3.687 -1.505 2.685
C -3.800 -1.840 1.297
N -3.072 -1.414 0.331
C -3.429 -1.879 -1.005
C -2.471 -1.264 -2.007
N -2.308 0.124 -1.644
C -2.716 1.048 -2.430
C -2.701 2.454 -2.144
C -3.101 3.348 -3.148
C -3.132 4.703 -2.930
C -2.757 5.202 -1.677
C -2.365 4.352 -0.671
C -2.328 2.955 -0.865
O -1.962 2.180 0.113
H -2.001 0.438 4.896
H -3.549 -0.688 6.461
H -5.205 -2.329 5.618
H -5.291 -2.833 3.211
H -4.611 -2.541 1.072
H -4.451 -1.571 -1.241
H -3.381 -2.970 -1.069
H -2.846 -1.393 -3.026
H -1.500 -1.760 -1.923
H -3.111 0.776 -3.414
H -3.381 2.950 -4.118
H -3.447 5.378 -3.713
H -2.776 6.269 -1.497
H -2.067 4.722 0.302
C 4.651 1.426 2.219
C 3.990 2.454 1.284
C 2.559 2.035 0.907
C 2.492 0.506 0.802
C 2.649 -0.105 2.209
C 3.593 0.743 3.081
P 0.942 -0.072 -0.032
C 1.171 0.237 -1.857
C 0.717 1.660 -2.226
C 0.916 1.882 -3.722
C 2.418 1.860 -4.078
C 3.254 1.170 -2.992
C 2.556 -0.084 -2.469
C 0.898 -1.932 0.065
C 0.408 -2.455 1.426
C -0.094 -3.898 1.260
C 0.761 -4.677 0.242
C 2.179 -4.111 0.194
C 2.170 -2.679 -0.371
H 5.393 1.917 2.849
H 5.182 0.668 1.636
H 4.591 2.563 0.378
H 3.956 3.431 1.767
H 2.273 2.517 -0.026
H 1.848 2.368 1.668
H 3.313 0.177 0.161
H 3.051 -1.116 2.123
H 1.673 -0.175 2.697
H 4.064 0.105 3.829
H 3.027 1.507 3.620
H 0.429 -0.440 -2.298
H 1.286 2.415 -1.683
H -0.326 1.791 -1.949
H 0.471 2.832 -4.017
H 0.387 1.094 -4.268
H 2.786 2.877 -4.216
H 2.563 1.337 -5.025
H 3.446 1.859 -2.164
H 4.226 0.892 -3.403
H 3.204 -0.593 -1.757
H 2.417 -0.773 -3.306
H 0.095 -2.168 -0.649
H -0.396 -1.829 1.824
H 1.223 -2.433 2.147
H -1.138 -3.888 0.935
H -0.067 -4.397 2.230
H 0.320 -4.605 -0.757
H 0.786 -5.735 0.502
H 2.821 -4.738 -0.424
H 2.600 -4.115 1.202
H 2.209 -2.720 -1.461
H 3.066 -2.155 -0.029



# 5
Density functional theory data (ωB97M-V/def2-TZVPD) for a molecular structure, C34H47N5V at a distorted geometry.

Its expectation value of S² is 3.768. The charge is 0. The calculation puts the relative energy (zero: lowest compared OMol25 entry of this formula, charge and spin) at 142.1 kJ/mol. As for the molar mass: 576.73 g mol⁻¹. The strongest force on any atom comes out at 2.9 eV/Å. Its frontier orbital gap (alpha / beta) is 6.863 / 7.587 eV. Its spin multiplicity is 4.

Geometry (Å):
V 0.068 -0.316 -0.384
C -0.800 1.595 3.434
N -0.480 0.176 3.218
C 0.927 -0.184 3.079
C 1.699 0.527 2.012
N 1.446 0.535 0.722
C 2.392 1.394 0.152
C 2.578 1.817 -1.159
C 3.626 2.679 -1.423
C 4.479 3.130 -0.411
C 4.297 2.737 0.902
C 3.241 1.874 1.158
N 2.770 1.308 2.321
C -1.470 2.326 2.304
N -0.920 2.807 1.223
C -1.943 3.445 0.537
C -1.912 4.208 -0.628
C -3.096 4.764 -1.071
C -4.298 4.583 -0.375
C -4.344 3.858 0.800
C -3.149 3.307 1.244
N -2.809 2.601 2.375
H -1.482 1.647 4.289
H 0.105 2.141 3.708
H -0.996 -0.197 2.426
H 1.417 0.008 4.039
H 0.962 -1.259 2.904
H 1.915 1.483 -1.943
H 3.790 3.014 -2.439
H 5.289 3.802 -0.658
H 4.946 3.087 1.694
H 3.158 1.433 3.239
H -0.979 4.371 -1.150
H -3.098 5.361 -1.974
H -5.204 5.036 -0.755
H -5.266 3.731 1.353
H -3.432 2.305 3.104
C -0.408 -2.487 -1.580
C -0.918 -1.847 -2.713
C 0.146 -1.031 -3.248
C 1.247 -1.191 -2.392
C 0.929 -2.079 -1.321
C 1.934 -2.962 -0.589
C 1.364 -3.422 0.758
C 3.260 -2.232 -0.348
C 2.219 -4.195 -1.461
C 0.197 0.024 -4.362
C -0.504 -0.347 -5.673
C -0.428 1.330 -3.835
C 1.661 0.306 -4.754
C -2.333 -2.148 -3.210
C -3.069 -3.069 -2.219
C -2.287 -2.924 -4.537
C -3.198 -0.878 -3.341
H -0.917 -3.243 -1.005
H 2.240 -0.809 -2.567
H 1.036 -2.557 1.339
H 2.118 -3.972 1.327
H 0.504 -4.079 0.616
H 3.106 -1.312 0.217
H 3.743 -1.980 -1.293
H 3.942 -2.872 0.216
H 1.307 -4.772 -1.617
H 2.967 -4.844 -0.993
H 2.592 -3.882 -2.438
H -1.569 -0.502 -5.547
H -0.063 -1.245 -6.111
H -0.379 0.471 -6.387
H -1.517 1.280 -3.847
H -0.118 2.186 -4.445
H -0.123 1.504 -2.803
H 2.193 -0.626 -4.952
H 2.206 0.855 -3.985
H 1.685 0.911 -5.662
H -2.570 -4.036 -2.131
H -4.079 -3.255 -2.588
H -3.145 -2.618 -1.229
H -1.740 -3.858 -4.394
H -1.796 -2.374 -5.333
H -3.302 -3.166 -4.865
H -3.036 -0.213 -2.491
H -4.258 -1.141 -3.363
H -2.987 -0.317 -4.249
C -1.793 -0.744 0.428
H -2.367 -0.776 -0.508
H -2.322 -0.005 1.047
H -1.932 -1.719 0.911